1.
One molecule with the formula C2H6N2O2. Source: OMol25; level of theory: ωB97M-V/def2-TZVPD.

## Properties
**HOMO level**: -9.12 eV
**Energy relative to the best compared isomer or geometry (same formula, charge and spin)**: 177.8 kcal/mol
**HOMO-LUMO gap**: 9.725 eV
**LUMO energy**: 0.60 eV
**SMILES**: CON(C)N=O

Last column: Mulliken charge in e.
Cartesian coordinates (Å):
O  -1.15  0.18  -0.49  -0.234
N  0.12  0.24  0.16  0.244
H  -1.77  -1.39  0.82  0.395
H  -0.04  2.30  0.47  0.347
H  0.57  1.90  -0.95  0.266
C  -2.08  -0.61  0.24  -0.844
N  0.96  -0.75  -0.36  0.055
O  1.97  -0.88  0.16  -0.419
C  0.52  1.54  0.12  -0.824
H  1.51  1.57  0.79  0.306
H  -2.87  -0.68  -0.36  0.273
H  -2.09  -0.12  1.07  0.436



2.
C11H28NO8PS as an isolated structure. Source: OMol25; level of theory: ωB97M-V/def2-TZVPD.

## Properties
**HOMO level**: -7.71 eV
**HOMO-LUMO gap**: 8.177 eV
**LUMO energy**: 0.47 eV

Last column: Mulliken charge in e.
Cartesian coordinates (Å):
P  -0.65  -1.04  0.62  -0.021
H  -2.87  -3.23  0.80  0.304
H  2.39  1.64  -3.01  0.287
N  2.70  -3.33  0.53  -0.092
C  -2.47  -1.18  0.27  -0.314
H  -6.29  4.54  -1.53  0.219
H  3.66  3.58  -2.93  0.292
C  3.34  -2.77  -0.65  0.509
C  -2.73  -2.65  -0.10  -1.267
C  -6.98  3.69  -1.41  -0.495
C  -3.06  3.60  0.36  -0.684
H  -1.88  -3.07  -0.63  0.365
O  -0.27  -1.68  2.17  -0.312
H  5.30  -2.04  1.47  0.293
C  3.81  -3.52  1.52  0.460
O  1.86  -2.30  1.02  0.136
H  -2.66  -0.57  -0.60  0.327
H  -3.79  4.41  0.36  0.312
H  2.03  0.95  0.15  0.104
H  4.71  -4.40  -0.86  0.334
H  2.71  4.00  -1.48  0.221
O  -6.37  2.50  -1.90  -0.508
H  -7.88  3.87  -1.98  0.253
H  -0.79  1.39  0.85  0.125
H  -0.04  0.87  -0.63  0.403
H  -7.23  3.57  -0.35  0.219
C  -0.06  0.69  0.44  -0.205
H  4.75  -2.51  3.12  0.367
O  1.43  -3.02  3.35  -0.527
O  2.03  2.36  -2.50  -0.474
O  3.24  -1.60  -0.93  -0.480
C  3.11  3.17  -2.07  -0.568
C  1.36  0.91  1.00  -0.897
O  4.18  -4.63  1.79  -0.507
C  4.16  -3.70  -1.49  -1.051
H  4.85  -3.10  -2.06  0.333
H  -2.34  3.74  1.17  0.310
H  1.66  0.15  1.71  0.172
H  1.38  1.89  1.45  0.416
H  -5.57  2.36  -1.38  0.302
H  -4.18  2.37  1.37  0.260
H  -3.60  -2.68  -0.75  0.377
O  -3.72  2.34  0.52  -0.453
H  3.81  -1.41  2.12  0.154
C  4.45  -2.29  2.11  -0.827
H  -3.06  -0.88  1.13  0.373
H  -2.53  3.59  -0.59  0.254
H  3.54  -4.22  -2.21  0.276
H  3.80  2.60  -1.44  0.241
S  0.76  -2.98  2.08  0.684



3.
A 2-piece molecular cluster, C3H8IP overall. Source: OMol25; level of theory: ωB97M-V/def2-TZVPD.

## Properties
**HOMO level (alpha / beta)**: -9.51 / -8.08 eV
**Energy relative to the best compared isomer or geometry (same formula, charge and spin)**: 71.9 kcal/mol
**HOMO-LUMO gap (alpha / beta)**: 8.286 / 5.189 eV
**LUMO energy (alpha / beta)**: -1.22 / -2.89 eV

Last column: Mulliken charge in e.
Cartesian coordinates (Å):
H  0.57  2.20  -1.27  0.315
H  1.58  -0.13  1.78  0.335
C  -0.32  1.53  -1.02  -1.085
H  -1.18  2.08  -1.28  0.390
H  1.05  -2.32  0.95  0.331
C  0.30  -1.59  0.76  -1.026
H  1.58  -0.23  -0.08  0.373
I  -3.49  -0.20  -0.79  -0.181
H  -0.35  0.76  -1.74  0.404
H  -0.47  -1.60  1.50  0.323
H  -0.02  -1.49  -0.27  0.254
P  -0.24  1.20  0.70  0.085
C  0.99  -0.21  0.77  -0.516



4.
A 2-piece molecular cluster, C4H12N2O overall. Source: OMol25; level of theory: ωB97M-V/def2-TZVPD.

## Properties
**HOMO level**: -9.29 eV
**Energy relative to the best compared isomer or geometry (same formula, charge and spin)**: 14.9 kcal/mol
**HOMO-LUMO gap**: 10.226 eV
**LUMO energy**: 0.94 eV
**SMILES**: CC(N)=O.CCN

Last column: Mulliken charge in e.
Cartesian coordinates (Å):
H  1.49  -0.51  -1.04  0.213
C  -0.49  0.21  -1.71  0.609
H  1.39  -0.43  2.58  0.265
H  -0.86  -1.15  -3.18  0.218
H  -0.08  -2.07  1.35  0.221
H  0.84  1.55  1.30  0.205
H  1.16  -0.42  -2.86  0.441
H  -0.74  -0.81  0.58  0.152
H  -2.21  -0.21  -2.62  0.254
O  -1.03  1.13  -1.09  -0.627
C  0.98  0.01  -1.87  -0.880
N  0.14  -1.13  1.04  -0.493
H  1.31  1.06  -1.92  0.247
H  -0.30  -0.66  3.10  0.311
H  -0.91  1.36  1.57  0.272
H  0.17  1.78  2.95  0.337
N  -1.29  -0.62  -2.45  -0.476
C  0.08  1.19  2.02  -0.903
C  0.34  -0.30  2.27  -0.366



5.
A 4-piece molecular cluster, C4H15NO3 overall. Source: OMol25; level of theory: ωB97M-V/def2-TZVPD.

## Properties
**HOMO level**: -8.23 eV
**Energy relative to the best compared isomer or geometry (same formula, charge and spin)**: 41.8 kcal/mol
**HOMO-LUMO gap**: 8.791 eV
**LUMO energy**: 0.56 eV
**SMILES**: C=C(N)CC.O.O.O

Last column: Mulliken charge in e.
Cartesian coordinates (Å):
H  -1.31  0.67  1.20  -0.003
O  -0.32  2.66  -0.72  -0.659
H  -0.37  -3.17  0.03  0.244
H  -0.21  3.36  -0.05  0.323
H  -0.47  -0.50  -2.91  0.378
O  3.25  -0.01  0.24  -0.652
H  3.58  -0.39  -0.59  0.316
C  -0.06  -0.72  -0.80  0.075
H  -1.81  -1.08  -2.17  0.329
H  0.99  -1.03  -0.78  0.224
H  0.10  0.35  -0.78  -0.057
H  0.30  1.90  1.91  0.378
H  -0.51  -2.23  -2.31  0.346
N  -0.45  -2.53  0.81  -0.476
H  3.19  0.94  0.12  0.320
C  -0.73  -1.19  -2.10  -1.324
H  -0.51  1.86  -0.21  0.278
H  -1.07  -2.97  1.47  0.255
H  -2.39  -0.64  1.73  0.275
O  0.74  2.72  2.14  -0.667
H  0.27  3.58  2.12  0.303
C  -1.49  -0.40  1.19  -1.047
C  -0.71  -1.21  0.44  0.840



6.
C31H38CrN4 as an isolated structure. Source: OMol25; level of theory: ωB97M-V/def2-TZVPD.

## Properties
**HOMO level (alpha / beta)**: -1.19 / -2.40 eV
**Total charge**: -1
**Spin multiplicity**: 4
**Energy relative to the best compared isomer or geometry (same formula, charge and spin)**: 0.0 kcal/mol
**HOMO-LUMO gap (alpha / beta)**: 3.865 / 5.070 eV
**LUMO energy (alpha / beta)**: 2.67 / 2.67 eV

Last column: Mulliken charge in e.
Cartesian coordinates (Å):
H  2.87  -6.51  -1.99  0.339
C  -2.65  -1.93  -2.28  -0.481
H  -0.31  5.52  -2.65  0.338
C  -1.94  1.38  -1.00  0.151
H  2.34  -1.70  -2.89  0.369
H  0.95  5.51  2.36  0.232
C  -0.62  -1.08  1.90  1.567
H  2.15  -1.60  3.01  0.306
H  3.19  -5.96  -0.35  0.297
H  0.79  6.64  0.12  0.259
H  1.91  -7.15  -0.65  0.370
N  1.71  3.53  0.17  -0.230
N  0.34  1.96  -1.20  0.255
H  2.02  4.64  -2.45  0.424
C  1.68  6.05  0.39  -0.419
H  1.99  -2.22  1.34  0.265
H  -3.42  0.75  1.31  0.303
C  1.56  4.72  -0.27  -0.002
C  -0.49  -3.16  -1.71  -0.030
H  2.70  5.30  2.18  0.266
C  1.99  -1.31  1.96  -2.126
Cr  -0.53  0.29  0.21  -0.885
H  2.54  6.57  -0.07  0.290
C  1.78  -3.97  -1.82  -1.355
N  -1.33  -2.01  -1.83  0.589
H  2.81  -3.81  -2.13  0.337
C  1.24  4.29  -1.76  0.080
H  -2.99  -4.90  -1.15  0.409
H  -1.91  -2.80  1.91  0.398
H  1.59  2.00  3.62  0.286
C  0.71  -0.53  1.85  0.387
H  -3.57  0.06  2.93  0.336
C  -2.28  -4.48  -0.42  -1.919
C  -1.13  3.64  -2.06  -0.972
C  1.26  -1.70  -2.74  -1.386
C  -0.75  1.25  2.12  0.355
C  1.76  1.69  2.58  -1.297
H  -2.70  -3.53  -0.06  0.257
C  0.06  -5.32  -0.79  -0.839
H  0.78  -1.58  -3.73  0.333
C  2.39  -6.26  -1.04  -1.523
C  -0.89  2.35  -1.49  0.163
H  2.40  2.36  -1.52  0.234
C  -3.03  -0.63  -2.19  -0.819
H  -3.37  -1.00  1.53  0.221
H  -0.21  -6.25  -0.26  0.211
C  1.39  -5.17  -1.22  0.955
C  -1.56  0.02  2.01  0.460
H  -2.25  -5.17  0.44  0.412
C  0.85  -2.97  -2.08  1.446
C  -0.90  -0.77  -1.39  -0.427
C  -3.05  -0.05  1.97  -1.565
H  1.00  -0.80  -2.14  0.085
H  2.00  6.91  2.35  0.435
C  1.84  5.93  1.91  -1.136
H  -2.97  1.80  -0.93  0.576
H  -0.24  -3.11  1.38  0.119
H  -3.94  -0.12  -2.46  0.502
H  -1.48  2.96  3.23  0.377
N  -1.96  0.09  -1.67  0.407
C  -1.24  2.65  2.20  -1.355
H  -0.59  -2.89  3.09  0.245
H  2.70  1.12  2.57  0.407
C  1.47  2.86  -1.21  -1.019
H  -2.13  2.81  1.58  0.211
C  -0.12  4.54  -2.20  -0.941
H  1.90  2.58  1.96  0.091
C  -0.90  -4.32  -1.01  1.145
C  0.63  0.87  2.09  1.248
H  -0.46  3.32  1.81  -0.046
H  -2.14  3.82  -2.41  0.378
H  -3.22  -2.77  -2.61  0.539
H  2.85  -0.69  1.65  0.504
C  -0.87  -2.54  2.08  -1.391



no.,largest force on an atom (eV/Å)
1,7.60
2,3.06
3,3.59
4,2.12
5,1.57
6,3.30